(1)
The following is a quantum chemistry calculation of C4H7N3 in the gas phase, from the Open Molecules 2025 dataset.

Geometry as XYZ:
```
14
Properties=species:S:1:pos:R:3:forces:R:3
C 1.2230 0.0769 -1.5944 0.01 -0.07 0.00
C 0.5826 0.9226 -0.5003 -0.08 0.03 -0.20
N 0.2828 0.1361 0.6984 -0.17 0.11 -0.02
C -0.9161 -0.3303 1.1839 0.37 -0.13 0.32
N -1.0631 -0.1703 2.4446 -0.17 -0.53 -0.14
C -1.7857 -1.1376 0.3013 -0.41 -0.49 -0.27
N -2.4662 -1.8417 -0.3194 0.81 0.97 0.68
H 0.5268 -0.6947 -1.9368 0.10 0.09 0.01
H 2.1162 -0.4202 -1.2051 -0.10 0.05 -0.08
H 1.5132 0.6923 -2.4532 -0.09 -0.07 0.14
H -0.3124 1.4267 -0.8810 0.00 -0.13 0.10
H 1.2690 1.7222 -0.1925 -0.16 -0.21 -0.04
H 0.7476 0.4070 1.5537 0.49 0.33 -0.27
H -1.7177 -0.7888 2.9009 -0.59 0.06 -0.24
```
Positions in Å, forces in eV/Å.

total charge = 0
E_tot = -8730.7516 eV
gap between HOMO and LUMO = 10.12 eV
ΔE to the lowest compared entry with this formula, charge and spin = 0.928 eV
2S+1 = 1
structure (SMILES) = [H]/N=C(\C#N)NCC

(2)
The following is a quantum chemistry calculation of C5H12N2O in the gas phase, from the Open Molecules 2025 dataset.

Geometry as XYZ:
```
20
Properties=species:S:1:pos:R:3:forces:R:3
C -1.5312 0.5033 0.0080 -0.59 -2.09 -4.75
N -0.5549 -0.4178 -0.3932 -2.16 0.64 -2.93
C -0.4528 -0.9113 -1.8234 -0.81 -1.47 1.09
C 0.1162 0.1752 -2.6661 -1.66 0.96 -0.57
C 0.3450 -0.7430 0.5896 3.72 -0.67 2.62
C 1.4434 0.3923 0.9769 0.71 -2.18 -2.34
N 1.8453 0.2566 2.3263 1.40 -0.75 1.55
O -1.6435 0.8222 1.1189 -0.24 1.77 4.44
H -2.3460 0.8557 -0.7435 1.52 -0.75 0.28
H -1.5118 -1.1596 -2.1546 1.29 0.20 0.32
H 0.1479 -1.8934 -1.8530 -0.90 1.54 0.31
H 1.1397 0.3844 -2.4896 0.76 0.95 1.18
H -0.6697 0.9772 -2.6379 1.47 0.11 0.45
H 0.1808 0.0386 -3.7096 -0.41 -1.21 -1.52
H -0.1657 -0.9740 1.5690 0.39 0.06 -1.02
H 1.0628 -1.5922 0.3222 -1.63 0.64 0.08
H 2.4059 0.1482 0.3390 -1.79 0.54 0.93
H 1.1246 1.3773 0.6181 -0.06 -0.04 0.80
H 1.9680 -0.6981 2.7066 0.31 0.38 -1.35
H 1.2569 0.5873 3.0401 -1.34 1.37 0.43
```
Positions in Å, forces in eV/Å.

total charge = 0
E_tot = -10405.7810 eV
gap between HOMO and LUMO = 9.35 eV
ΔE to the lowest compared entry with this formula, charge and spin = 2.643 eV
2S+1 = 1
structure (SMILES) = CCN(C=O)CCN

(3)
The following is a quantum chemistry calculation of a 4-piece molecular cluster, C22H53BNO18P3 overall, from the Open Molecules 2025 dataset.

Geometry as XYZ:
```
98
Properties=species:S:1:pos:R:3:forces:R:3
N 0.3053 2.7694 1.9655 0.96 0.21 -0.77
C 0.6350 2.8365 0.5295 -1.01 -0.09 -2.76
O -0.2269 2.9248 -0.3863 3.06 -0.45 3.82
C 2.2003 2.8530 0.1014 -0.07 0.56 0.02
C 2.5144 4.4220 -0.2198 -2.12 -1.61 0.71
O 3.8903 4.7842 0.0988 -0.23 3.43 0.38
C 3.9167 6.2030 0.0864 -0.35 1.94 -1.46
O 3.1297 6.8729 -0.6357 2.09 -2.11 2.44
O 4.8634 6.9342 0.8561 -2.14 -2.10 -1.50
B 4.4233 8.3186 0.7690 -1.34 2.10 -1.02
O 4.8833 9.2098 -0.2875 -1.14 -2.19 1.38
O 3.4865 8.8352 1.7269 0.95 -1.23 -1.53
H 0.9770 3.3933 2.4591 -0.53 -0.57 -0.43
H 0.5147 1.8278 2.3518 -0.31 0.65 -0.59
H 2.3063 2.2386 -0.8643 -0.10 0.85 1.63
H 2.8781 2.4521 0.9448 -1.10 0.65 -1.39
H 1.8315 5.0062 0.5063 1.06 -0.62 -1.47
H 2.2108 4.5841 -1.3030 0.66 0.22 1.54
H 4.1692 9.1782 -0.9704 0.85 0.20 0.68
H 2.5610 8.6183 1.4929 0.79 0.12 0.29
O -0.7087 -3.2118 -1.4685 -1.64 -1.54 -3.78
P -2.2222 -2.9806 -1.4927 0.62 3.90 8.48
O -2.1499 -1.3843 -1.0303 0.06 0.12 -1.35
C -1.2523 -0.4794 -1.6629 0.17 0.49 0.05
C -1.9443 0.2895 -2.7729 -0.02 0.07 -0.06
O -2.5315 -3.6304 0.0025 -0.41 -0.61 -1.40
C -1.7047 -4.6684 0.5167 0.39 -0.12 0.21
C -0.6459 -4.0931 1.4402 0.03 0.18 0.19
O -3.9175 -2.7408 -1.5712 1.57 -2.24 -2.42
C -4.4965 -2.0822 -2.6811 -0.56 0.45 -0.32
C -4.0817 -2.6732 -4.0110 -0.10 -0.21 -0.01
H -0.3673 -0.9817 -2.0563 -0.05 -0.18 0.11
H -0.9148 0.2243 -0.8990 -0.08 -0.06 0.07
H -2.2282 -0.3786 -3.5890 0.04 0.00 -0.06
H -1.2814 1.0588 -3.1802 -0.06 -0.07 0.07
H -2.8528 0.7723 -2.4056 0.11 0.03 0.02
H -1.2578 -5.2501 -0.2934 0.06 0.16 0.08
H -2.3446 -5.3522 1.0816 -0.15 0.14 -0.07
H -0.1024 -3.2671 0.9765 -0.03 -0.19 -0.17
H 0.0726 -4.8621 1.7339 -0.06 0.02 0.00
H -1.1120 -3.6880 2.3429 0.00 -0.12 -0.04
H -4.2785 -1.0141 -2.6297 0.21 -0.02 0.01
H -5.5827 -2.1747 -2.5742 0.15 -0.17 0.18
H -2.9943 -2.6527 -4.1383 0.08 0.13 -0.02
H -4.5352 -2.1175 -4.8348 0.09 -0.04 0.03
H -4.3960 -3.7178 -4.0804 -0.02 0.08 0.00
O -8.0583 -4.2952 -1.0578 -2.29 -2.45 -2.73
P -8.6913 -5.4925 -0.3418 3.78 2.72 7.88
O -9.4455 -4.6352 0.8690 -0.87 -0.22 -1.07
C -10.2155 -3.4768 0.5739 -0.25 0.35 0.21
C -11.6893 -3.8164 0.4465 -0.08 -0.01 0.01
O -7.3409 -5.9524 0.4964 -0.84 -0.98 -1.10
C -6.0445 -5.6768 -0.0265 0.38 0.47 0.06
C -5.4859 -4.4037 0.5825 -0.01 -0.01 0.17
O -9.3991 -6.9013 0.3227 0.26 0.37 -3.39
C -10.7583 -7.2040 0.0752 -0.63 -0.26 0.18
C -11.1167 -7.1911 -1.3952 0.08 -0.18 -0.09
H -9.8722 -2.9720 -0.3301 0.19 -0.11 0.01
H -10.0801 -2.7821 1.4057 0.12 -0.08 0.03
H -11.8673 -4.4515 -0.4239 -0.04 0.03 -0.05
H -12.2860 -2.9066 0.3292 0.07 -0.08 0.00
H -12.0440 -4.3534 1.3294 0.03 0.09 -0.01
H -6.0671 -5.6229 -1.1183 -0.04 0.12 0.11
H -5.3961 -6.5177 0.2353 -0.20 -0.08 0.07
H -6.1895 -3.5709 0.5130 -0.02 -0.13 -0.21
H -4.5568 -4.1153 0.0925 -0.24 -0.09 0.20
H -5.2879 -4.5499 1.6488 0.01 -0.07 -0.07
H -11.3959 -6.5304 0.6506 0.05 0.18 -0.07
H -10.9386 -8.2072 0.4762 0.24 0.09 0.00
H -10.9004 -6.2205 -1.8531 -0.08 0.11 0.04
H -12.1787 -7.4073 -1.5323 0.07 0.06 -0.03
H -10.5355 -7.9413 -1.9376 -0.05 0.03 0.05
O 11.0061 2.6611 1.1585 -1.99 -1.04 -3.68
P 9.5145 3.0068 1.1862 0.90 3.22 8.40
O 9.6780 4.5966 1.6496 -0.10 -0.15 -1.36
C 10.6088 5.4551 1.0019 0.20 0.46 -0.01
C 9.9379 6.2626 -0.0943 -0.05 0.06 -0.03
O 9.1935 2.3560 2.6745 -0.69 -0.51 -1.26
C 9.9718 1.2695 3.1640 0.39 -0.13 0.20
C 11.0721 1.7767 4.0791 0.04 0.17 0.18
O 7.8286 3.2843 1.1116 1.58 -2.06 -2.28
C 7.2631 3.9583 0.0036 -0.50 0.46 -0.34
C 7.6640 3.3618 -1.3284 -0.10 -0.19 -0.01
H 11.4589 4.9083 0.5918 -0.05 -0.18 0.13
H 10.9966 6.1376 1.7612 -0.05 -0.10 0.09
H 9.6049 5.6126 -0.9063 0.03 0.01 -0.06
H 10.6328 6.9972 -0.5123 -0.06 -0.08 0.04
H 9.0626 6.7914 0.2901 0.09 0.01 0.01
H 10.3767 0.6759 2.3405 0.06 0.15 0.08
H 9.3051 0.6128 3.7294 -0.13 0.15 -0.07
H 11.6516 2.5792 3.6180 -0.04 -0.19 -0.17
H 11.7533 0.9675 4.3530 -0.05 0.02 0.01
H 10.6404 2.1937 4.9935 0.00 -0.11 -0.04
H 7.5044 5.0215 0.0575 0.19 0.01 0.00
H 6.1760 3.8893 0.1103 0.18 -0.13 0.17
H 8.7514 3.3587 -1.4566 0.07 0.12 -0.03
H 7.2221 3.9295 -2.1505 0.09 -0.04 0.03
H 7.3270 2.3245 -1.4005 -0.01 0.07 0.00
```
Positions in Å, forces in eV/Å.

total charge = 0
E_tot = -90560.8568 eV
gap between HOMO and LUMO = 8.42 eV
2S+1 = 1
structure (SMILES) = NC(=O)CCOC(=O)OB(O)O.CCOP(=O)(OCC)OCC.CCOP(=O)(OCC)OCC.CCOP(=O)(OCC)OCC

(4)
The following is a quantum chemistry calculation of C3H5O4P in the gas phase, from the Open Molecules 2025 dataset.

Geometry as XYZ:
```
13
Properties=species:S:1:pos:R:3:forces:R:3
C -1.6971 0.5513 -0.0053 1.68 0.47 -0.96
C -0.4944 0.1285 -0.4384 -0.70 1.00 0.79
C 0.6551 1.0507 -0.2885 0.76 -1.50 0.22
O 0.6039 2.2010 0.0275 -0.29 1.30 0.02
O -2.7927 -0.2509 -0.0824 1.63 0.15 -1.01
O -0.1441 -1.1480 -0.8002 -2.32 -0.90 -3.29
O 2.0912 -0.9249 0.7803 -0.42 -2.11 1.01
P 2.2416 0.0596 -0.5126 0.01 -0.79 -1.06
H -1.7127 1.6399 0.3237 -0.51 -1.55 -0.30
H -3.2760 0.0793 0.6275 -2.33 0.39 1.80
H -0.6846 -1.3825 -1.6801 1.79 0.60 2.92
H 1.9256 -1.8924 0.6808 0.08 1.38 -0.44
H 3.0869 0.7947 0.2496 0.63 1.57 0.28
```
Positions in Å, forces in eV/Å.

total charge = 0
E_tot = -20668.7605 eV
gap between HOMO and LUMO = 8.66 eV
ΔE to the lowest compared entry with this formula, charge and spin = 1.681 eV
2S+1 = 1
structure (SMILES) = O=C(PO)/C(O)=C/O

(5)
The following is a quantum chemistry calculation of C20H16BrCoIN4O4S5Sb as an isolated structure, from the Open Molecules 2025 dataset.

Geometry as XYZ:
```
53
Properties=species:S:1:pos:R:3:forces:R:3
Co 0.5413 0.5205 -1.5336 1.00 0.23 0.18
S 4.4942 2.1203 -3.6727 -0.12 -0.28 -0.08
Sb 3.1761 0.2274 -3.7887 0.30 0.34 -0.22
S 2.6943 -0.3285 -1.4430 -0.63 0.42 0.21
S 0.8434 1.0301 -3.6664 0.03 0.05 -0.18
S -1.3799 2.3524 0.6896 -0.06 0.02 0.15
C 0.0488 3.0605 0.0338 -0.11 -0.06 0.12
C 0.3537 4.3938 0.3773 0.23 0.00 -0.10
C 1.4696 5.0091 -0.1355 -0.05 -0.04 0.00
C 2.3149 4.2938 -0.9821 -0.04 -0.01 0.12
C 1.9943 2.9884 -1.2613 0.25 0.00 -0.20
N 0.8892 2.3838 -0.7891 -0.17 -0.81 -0.37
H -0.3241 4.9001 1.0477 -0.02 0.02 -0.02
H 1.6876 6.0412 0.1148 -0.01 0.00 0.02
H 3.2045 4.7251 -1.4166 0.03 -0.06 -0.01
H 2.6496 2.3966 -1.8894 -0.10 0.14 0.02
O 0.2015 -1.7347 -2.3878 -0.26 0.35 0.40
H 1.1018 -1.8219 -2.0114 0.13 -0.03 -0.15
H 0.3490 -1.3421 -3.2657 0.08 0.15 -0.06
Br -3.5871 3.1158 -4.3735 0.02 0.06 -0.07
C -3.0811 1.3300 -4.7864 0.05 -0.06 0.12
C -3.2409 0.9084 -6.0982 -0.04 0.00 -0.04
C -2.9221 -0.3956 -6.4398 -0.01 0.07 -0.01
C -2.4781 -1.2751 -5.4637 -0.04 -0.06 -0.05
C -2.3167 -0.8362 -4.1601 -0.08 -0.02 0.10
C -2.5887 0.4808 -3.8063 0.26 0.17 0.22
I -2.0914 1.1909 -1.8112 -0.54 -0.15 -0.37
H -3.6094 1.6020 -6.8421 0.01 0.00 0.00
H -3.0223 -0.7156 -7.4693 -0.02 -0.03 0.01
H -2.2511 -2.3014 -5.7246 0.03 0.00 0.04
H -1.9737 -1.5188 -3.3939 0.09 -0.02 -0.04
O 1.8336 -0.4218 7.3599 -0.07 -0.12 -0.06
S 1.3069 -1.7173 7.7407 0.02 0.08 -0.04
O 0.1474 -1.6715 8.6180 0.13 -0.01 0.00
O 2.3182 -2.7008 8.0995 -0.13 0.06 0.00
C 0.5919 -2.4380 6.2157 0.04 -0.01 0.17
N 0.0302 -3.6354 6.3898 -0.07 -0.19 0.01
C -0.4633 -4.2216 5.3132 0.06 0.09 0.01
C -0.4290 -3.6333 4.0589 0.04 0.12 -0.05
C 0.1301 -2.3612 3.9881 -0.08 -0.34 0.26
N 0.6534 -1.7810 5.0673 0.06 0.23 -0.10
C 0.1799 -1.6056 2.7157 0.02 0.19 -0.32
C 1.0811 -0.5609 2.5327 -0.07 -0.17 0.13
C 1.1328 0.0887 1.3158 0.09 0.17 0.03
N 0.3372 -0.2206 0.2884 -0.24 -0.49 0.30
C -0.5579 -1.1935 0.4741 -0.12 -0.06 0.05
C -0.6658 -1.9041 1.6506 0.05 0.04 0.10
H -0.9051 -5.2030 5.4607 0.00 -0.01 -0.05
H -0.8002 -4.1496 3.1856 -0.04 0.01 0.01
H 1.7360 -0.2793 3.3452 0.01 0.05 -0.02
H 1.8417 0.8891 1.1555 0.00 -0.02 -0.11
H -1.2207 -1.4116 -0.3511 0.08 0.03 -0.06
H -1.4256 -2.6688 1.7249 0.00 -0.01 0.01
```
Positions in Å, forces in eV/Å.

total charge = -2
E_tot = -211638.9137 eV
gap between HOMO and LUMO (spin up / spin down) = 6.19 / 5.75 eV
ΔE to the lowest compared entry with this formula, charge and spin = 0.583 eV
2S+1 = 1

(6)
The following is a quantum chemistry calculation of a 6-piece molecular cluster, C2H14O4S2 overall, from the Open Molecules 2025 dataset.

Geometry as XYZ:
```
22
Properties=species:S:1:pos:R:3:forces:R:3
C -0.5922 1.6447 0.4741 -0.39 1.29 -1.61
C -0.7283 0.3045 1.1788 -0.22 0.11 -0.36
S -2.1784 -0.6408 0.7768 1.14 0.65 0.86
S 2.6640 0.2579 -0.5457 0.09 0.35 0.23
H -1.3491 2.3488 0.8258 -0.21 -0.22 -0.29
H 0.3447 2.1819 0.6621 0.14 -0.81 0.45
H -0.6530 1.5406 -0.6402 -0.21 0.07 1.00
H 0.1372 -0.2941 0.9127 0.16 -0.68 0.07
H -0.6612 0.4944 2.2506 -0.26 -0.42 0.37
H 3.3830 1.1238 -1.2701 0.07 0.06 -0.09
H 2.1201 -1.5990 -1.4744 -0.28 -0.18 -0.72
H 2.6784 -2.9528 -1.4441 -0.20 -0.57 -0.35
O 1.9759 -2.4664 -1.8970 0.27 0.46 0.82
H 2.0243 0.1657 3.4071 0.40 -0.06 -0.17
H 2.3929 0.3581 1.8724 0.47 -0.06 0.32
O 1.7417 0.5203 2.5597 -0.77 0.17 0.03
H -1.6381 -1.9246 -0.8560 -0.02 -0.53 -0.25
H -0.3526 -2.0059 -1.6827 0.13 -0.44 -0.26
O -1.2779 -2.2997 -1.6743 0.09 0.62 0.30
H -3.1890 0.6258 -0.5113 -0.59 0.18 -0.39
H -3.4422 1.1779 -1.9291 -0.03 0.05 0.17
O -3.4001 1.4390 -0.9952 0.23 -0.04 -0.13
```
Positions in Å, forces in eV/Å.

total charge = +1
⟨S²⟩ = 1.76
E_tot = -32148.7603 eV
gap between HOMO and LUMO (spin up / spin down) = 5.07 / 4.57 eV
ΔE to the lowest compared entry with this formula, charge and spin = 4.570 eV
2S+1 = 2

Question: Among the records above, which one has the lowest total charge?
Answer: C20H16BrCoIN4O4S5Sb

Question: Which value of 2S+1 does entry 1 give?
Answer: 1

Question: 2S+1 of number 5 (C20H16BrCoIN4O4S5Sb)?
Answer: 1